(A)
A cluster of 3 separate species, C4H10O3 in total, computed with the ωB97M-V functional and the def2-TZVPD basis.

Output
LUMO	-0.362	eV
HOMO	-8.46	eV
structure (SMILES)	C=CC(=C)O.O.O

Atoms and positions in Å:
C1 -1.203 -1.104 -1.439
C2 -0.128 -0.928 -0.644
O1 -0.186 -1.281 0.699
C3 1.265 -0.872 -1.160
C4 1.648 -1.013 -2.438
H1 -2.202 -0.784 -1.175
H2 -1.043 -1.607 -2.380
H3 0.690 -1.570 0.973
H4 1.924 -0.322 -0.483
H5 1.309 -1.914 -2.940
H6 2.068 -0.298 -3.135
H7 -1.081 2.396 3.379
H8 -1.758 2.255 4.752
O2 -0.907 2.381 4.324
H9 0.079 2.131 0.043
H10 -0.394 0.818 0.732
O3 -0.081 1.712 0.892



(B)
An isolated molecule of C4H10O3, computed with the ωB97M-V functional and the def2-TZVPD basis.

Output
LUMO	0.812	eV
HOMO	-9.81	eV
structure (SMILES)	COC[C@@H](O)CO

Atoms and positions in Å:
C1 0.010 -2.751 -0.410
O1 0.277 -1.538 0.256
C2 -0.178 -0.371 -0.424
C3 -0.143 0.731 0.609
O2 1.182 1.041 1.019
C4 -0.723 1.951 -0.108
O3 0.173 3.002 -0.223
H1 0.382 -3.584 0.199
H2 0.515 -2.728 -1.377
H3 -1.069 -2.887 -0.579
H4 0.235 0.268 -1.444
H5 -1.189 -0.562 -0.799
H6 -0.714 0.436 1.496
H7 1.724 0.374 0.590
H8 -1.585 2.330 0.478
H9 -0.872 1.635 -1.277
H10 1.028 2.649 0.058



The winner here is (B), beating the second structure by 32.2 kcal/mol.



(A)
A cluster of 3 separate species, C4H10O3 in total, computed with the ωB97M-V functional and the def2-TZVPD basis.

Output
LUMO	0.538	eV
HOMO	-8.91	eV
structure (SMILES)	C=C/C=C/O.O.O

Atoms and positions in Å:
C1 1.990 0.624 1.083
C2 1.659 0.851 -0.183
C3 1.511 -0.210 -1.222
C4 0.347 -0.779 -1.488
O1 0.257 -1.693 -2.514
H1 2.206 1.400 1.807
H2 2.102 -0.394 1.419
H3 1.600 1.884 -0.513
H4 2.432 -0.376 -1.771
H5 -0.601 -0.481 -1.075
H6 -0.657 -1.966 -2.654
H7 -2.632 -0.148 0.662
H8 -2.223 -1.548 0.153
O2 -2.821 -0.816 -0.027
H9 -1.097 1.581 1.777
H10 -2.091 0.881 2.726
O3 -1.981 1.188 1.819



(B)
A structure of composition C4H10O3, computed with the ωB97M-V functional and the def2-TZVPD basis.

Output
LUMO	0.299	eV
HOMO	-7.86	eV

Atoms and positions in Å:
C1 -0.354 -1.781 -1.196
C2 -1.403 -0.762 0.172
O1 0.903 -1.893 -0.824
H1 1.271 -0.947 -0.811
H2 -0.917 -2.705 -1.118
H3 -0.570 -1.148 -2.054
H4 -1.299 -1.524 0.938
H5 -1.452 0.187 0.749
H6 -2.363 -0.841 -0.331
C3 1.045 1.407 0.476
C4 0.164 2.338 0.884
O2 2.193 1.188 1.194
O3 0.838 0.557 -0.517
H7 -0.409 -0.072 -0.325
H8 2.674 0.473 0.757
H9 0.409 3.006 1.694
H10 -0.732 2.518 0.312



The winner here is (A), beating the second structure by 54.3 kcal/mol.



(A)
An isolated molecule of C9H10N2O4, computed with the ωB97M-V functional and the def2-TZVPD basis.

Output
LUMO (alpha / beta)	-1.266 / -1.267	eV
HOMO (alpha / beta)	-7.46 / -7.45	eV

Atoms and positions in Å:
C1 0.084 -1.843 2.686
C2 0.844 -2.003 1.595
C3 -0.759 -0.609 2.717
C4 0.608 0.376 1.028
C5 1.185 1.384 0.335
C6 0.322 1.906 -0.712
C7 -0.047 0.591 -1.580
C8 1.267 -1.209 -0.694
C9 -1.500 0.107 -1.255
N1 -0.323 0.416 1.925
N2 1.068 -0.982 0.633
O1 -1.684 -0.438 3.514
O2 0.908 -0.453 -1.691
O3 0.804 2.898 -1.497
O4 -2.548 0.523 -2.181
H1 -0.292 -2.516 3.382
H2 1.407 -2.874 1.225
H3 2.144 1.110 -0.155
H4 -0.709 2.173 -0.243
H5 0.019 1.008 -2.653
H6 1.672 -2.096 -1.028
H7 -1.845 0.589 -0.311
H8 -1.634 -0.969 -1.158
H9 1.715 3.161 -1.278
H10 -2.704 -0.250 -2.603



(B)
A cluster of 2 separate species, C9H10N2O4 in total, computed with the ωB97M-V functional and the def2-TZVPD basis.

Output
LUMO (alpha / beta)	-2.868 / -0.888	eV
HOMO (alpha / beta)	-8.79 / -9.54	eV

Atoms and positions in Å:
C1 -2.773 1.976 -0.581
C2 -1.688 2.621 -0.081
C3 -2.701 0.638 -0.946
C4 -0.453 1.913 -0.030
C5 -1.540 -0.125 -0.649
C6 -0.513 0.664 -0.285
C7 -1.655 -1.611 -0.885
C8 2.466 -1.995 0.378
C9 2.043 -0.679 0.757
N1 1.380 -0.450 1.972
N2 2.683 0.428 0.028
O1 1.395 0.664 2.423
O2 2.463 1.592 0.258
O3 0.731 -1.362 2.486
O4 3.412 0.028 -0.871
H1 -3.570 2.585 -0.955
H2 -1.626 3.673 0.056
H3 -3.492 0.098 -1.421
H4 0.481 2.619 0.146
H5 -1.732 -2.081 0.117
H6 -2.499 -2.026 -1.501
H7 -0.827 -2.032 -1.399
H8 3.516 -2.176 0.519
H9 2.360 -2.124 -0.651
H10 2.140 -2.839 1.115



The winner here is (A), beating the second structure by 116.8 kcal/mol.



(A)
An isolated molecule of C5H9B, computed with the ωB97M-V functional and the def2-TZVPD basis.

Output
LUMO	0.735	eV
HOMO	-9.91	eV
structure (SMILES)	CB1C=CCC1

Atoms and positions in Å:
B1 0.358 -0.435 -0.384
C1 0.451 1.589 0.870
C2 1.281 0.727 0.285
C3 -1.067 1.227 0.774
C4 -1.273 -0.148 -0.083
C5 0.861 -1.841 -1.117
H1 0.691 2.471 1.353
H2 2.316 0.803 0.461
H3 -1.608 2.055 0.212
H4 -1.381 1.169 1.919
H5 -1.675 -1.047 0.573
H6 -1.844 0.123 -0.992
H7 0.346 -2.091 -2.098
H8 0.524 -2.637 -0.491
H9 2.021 -1.967 -1.282



(B)
An isolated molecule of C5H9B, computed with the ωB97M-V functional and the def2-TZVPD basis.

Output
LUMO	0.611	eV
HOMO	-9.11	eV
structure (SMILES)	CB1CC=CC1

Atoms and positions in Å:
B1 -0.601 0.191 0.262
C1 1.748 0.642 -0.203
C2 1.735 -0.682 0.025
C3 0.427 1.398 -0.145
C4 0.202 -1.086 0.521
C5 -2.092 -0.092 -0.077
H1 2.660 1.073 -0.589
H2 2.485 -1.422 0.232
H3 0.363 1.828 -1.159
H4 0.403 2.238 0.673
H5 0.209 -1.675 1.443
H6 -0.133 -1.729 -0.393
H7 -1.978 -0.512 -1.054
H8 -2.742 0.786 0.016
H9 -2.687 -0.956 0.448



The winner here is (A), beating the second structure by 7.1 kcal/mol.



(A)
An isolated molecule of C3H4Cl2, computed with the ωB97M-V functional and the def2-TZVPD basis.

Output
LUMO	0.897	eV
HOMO	-10.14	eV
structure (SMILES)	ClC1(Cl)CC1

Atoms and positions in Å:
C1 -0.595 -0.019 -0.733
C2 -0.499 0.001 0.778
C3 0.716 -0.016 0.014
Cl1 1.635 -1.502 0.048
Cl2 1.621 1.514 0.056
H1 -0.864 -0.825 -1.411
H2 -0.728 0.932 -1.332
H3 -0.690 0.956 1.254
H4 -0.595 -1.041 1.325



(B)
A cluster of 2 separate species, C3H4Cl2 in total, computed with the ωB97M-V functional and the def2-TZVPD basis.

Output
LUMO	-1.014	eV
HOMO	-9.52	eV

Atoms and positions in Å:
C1 0.519 0.412 1.379
C2 -0.637 0.681 0.839
C3 -0.436 -0.884 -2.169
Cl1 -0.269 -2.329 -1.317
Cl2 0.987 -0.390 -2.880
H1 0.979 0.816 2.231
H2 1.201 -0.053 0.782
H3 -0.975 0.426 -0.208
H4 -1.368 1.321 1.343



The winner here is (A), beating the second structure by 64.7 kcal/mol.



(A)
A cluster of 6 separate species, C24H66N6O6 in total, computed with the ωB97M-V functional and the def2-TZVPD basis.

Output
LUMO	0.606	eV
HOMO	-8.66	eV
structure (SMILES)	COC[C@H](C)N.COC[C@H](C)N.COC[C@H](C)N.COC[C@H](C)N.COC[C@H](C)N.COC[C@H](C)N

Atoms and positions in Å:
C1 -1.220 -1.828 -0.875
C2 -0.631 -1.133 0.369
C3 0.836 -0.738 0.268
O1 1.710 -1.731 0.736
C4 1.988 -2.810 -0.131
N1 -1.358 0.155 0.546
H1 -0.766 -2.779 -1.165
H2 -1.072 -1.222 -1.773
H3 -2.268 -2.042 -0.664
H4 -0.912 -1.778 1.208
H5 1.023 0.107 0.936
H6 1.096 -0.338 -0.724
H7 2.828 -3.438 0.140
H8 2.143 -2.440 -1.153
H9 1.085 -3.411 -0.281
H10 -2.355 -0.069 0.594
H11 -1.164 0.427 1.527
C5 6.906 1.396 2.790
C6 6.320 0.170 2.120
C7 5.688 0.467 0.749
O2 4.690 1.473 0.801
C8 3.581 1.156 1.634
N2 7.373 -0.864 1.980
H12 7.434 1.126 3.709
H13 6.060 1.945 3.216
H14 7.557 2.017 2.179
H15 5.501 -0.229 2.723
H16 5.242 -0.414 0.270
H17 6.474 0.800 0.066
H18 3.836 1.367 2.677
H19 3.346 0.089 1.542
H20 2.777 1.762 1.223
H21 7.343 -1.307 1.062
H22 8.251 -0.352 1.896
C9 -1.716 2.850 -4.258
C10 -1.343 3.146 -2.817
C11 -2.042 4.377 -2.245
O3 -1.613 5.617 -2.741
C12 -2.346 6.636 -2.107
N3 -1.795 1.979 -2.037
H23 -1.392 3.645 -4.934
H24 -2.773 2.650 -4.444
H25 -1.237 1.931 -4.612
H26 -0.263 3.249 -2.663
H27 -1.822 4.325 -1.165
H28 -3.124 4.214 -2.339
H29 -2.175 6.632 -1.016
H30 -3.433 6.510 -2.123
H31 -1.984 7.604 -2.440
H32 -1.291 2.013 -1.148
H33 -1.453 1.103 -2.415
C13 3.005 -6.544 -1.160
C14 3.526 -6.328 -2.553
C15 4.782 -5.440 -2.509
O4 4.371 -4.105 -2.300
C16 5.230 -3.135 -2.820
N4 3.804 -7.663 -3.148
H34 2.154 -7.228 -1.097
H35 2.748 -5.661 -0.573
H36 3.748 -7.038 -0.524
H37 2.855 -5.788 -3.229
H38 5.365 -5.463 -3.438
H39 5.429 -5.876 -1.736
H40 5.394 -3.063 -3.903
H41 6.217 -3.104 -2.341
H42 4.732 -2.191 -2.573
H43 4.329 -7.571 -4.007
H44 2.878 -8.038 -3.308
C17 -2.906 1.324 3.800
C18 -1.675 0.574 4.344
C19 -1.841 -0.936 4.381
O5 -2.751 -1.303 5.396
C20 -3.119 -2.651 5.354
N5 -0.588 0.844 3.345
H45 -3.675 1.309 4.572
H46 -3.245 0.861 2.875
H47 -2.589 2.346 3.588
H48 -1.403 0.991 5.317
H49 -0.839 -1.307 4.640
H50 -2.212 -1.309 3.422
H51 -3.493 -2.915 4.354
H52 -4.005 -2.789 5.977
H53 -2.341 -3.352 5.669
H54 -0.378 1.829 3.491
H55 0.242 0.367 3.704
C21 -4.756 3.085 0.564
C22 -5.442 2.083 -0.395
C23 -6.109 2.787 -1.573
O6 -7.399 3.234 -1.209
C24 -8.161 3.590 -2.355
N6 -4.404 1.116 -0.751
H56 -4.275 2.516 1.364
H57 -5.477 3.702 1.099
H58 -3.925 3.588 0.069
H59 -6.214 1.624 0.228
H60 -6.126 2.192 -2.495
H61 -5.453 3.624 -1.872
H62 -9.209 3.592 -2.042
H63 -8.106 2.899 -3.195
H64 -7.932 4.633 -2.587
H65 -4.719 0.453 -1.449
H66 -3.580 1.619 -1.100



(B)
A cluster of 6 separate species, C24H66N6O6 in total, computed with the ωB97M-V functional and the def2-TZVPD basis.

Output
LUMO	0.634	eV
HOMO	-8.97	eV
structure (SMILES)	COC[C@H](C)N.COC[C@H](C)N.COC[C@H](C)N.COC[C@H](C)N.COC[C@H](C)N.COC[C@H](C)N

Atoms and positions in Å:
C1 -2.019 -3.247 -2.292
C2 -1.932 -1.956 -3.153
C3 -2.610 -0.685 -2.650
O1 -3.948 -0.879 -3.073
C4 -4.854 0.098 -2.470
N1 -0.492 -1.780 -3.258
H1 -2.942 -3.390 -1.731
H2 -1.463 -3.049 -1.376
H3 -1.481 -4.129 -2.641
H4 -2.465 -2.201 -4.071
H5 -2.295 0.177 -3.239
H6 -2.339 -0.443 -1.622
H7 -4.912 0.160 -1.383
H8 -5.874 -0.122 -2.784
H9 -4.601 1.050 -2.937
H10 -0.227 -1.477 -4.184
H11 -0.067 -2.697 -3.237
C5 2.575 0.952 -0.865
C6 1.123 1.041 -0.397
C7 0.288 1.890 -1.349
O2 -0.978 2.218 -0.872
C8 -1.810 2.803 -1.857
N2 0.603 -0.288 -0.219
H12 2.520 0.329 -1.758
H13 3.193 0.498 -0.090
H14 3.113 1.864 -1.123
H15 1.104 1.498 0.592
H16 0.080 1.355 -2.275
H17 0.578 2.886 -1.683
H18 -1.390 3.776 -2.110
H19 -2.740 3.039 -1.340
H20 -2.151 2.323 -2.774
H21 0.654 -0.795 -1.091
H22 -0.396 -0.143 -0.180
C9 -2.032 0.314 2.033
C10 -1.446 1.091 3.081
C11 -1.736 0.491 4.544
O3 -1.178 1.278 5.565
C12 -1.396 0.727 6.873
N3 -0.045 1.062 2.779
H23 -1.632 -0.690 1.895
H24 -2.062 0.771 1.044
H25 -3.083 0.083 2.205
H26 -1.824 2.112 3.136
H27 -1.451 -0.551 4.687
H28 -2.817 0.482 4.679
H29 -2.481 0.693 6.964
H30 -1.009 1.216 7.767
H31 -0.958 -0.261 7.019
H32 0.172 0.214 2.275
H33 0.467 0.919 3.638
C13 2.401 -6.772 2.047
C14 3.410 -5.646 2.461
C15 2.696 -4.312 2.443
O4 2.067 -4.132 1.163
C16 1.594 -2.807 0.935
N4 4.042 -5.937 3.782
H34 1.776 -6.496 1.198
H35 1.905 -7.000 2.991
H36 2.933 -7.684 1.778
H37 4.123 -5.612 1.637
H38 3.406 -3.531 2.717
H39 1.909 -4.426 3.189
H40 0.851 -2.878 0.141
H41 2.422 -2.138 0.700
H42 1.140 -2.337 1.808
H43 4.711 -5.227 4.044
H44 4.565 -6.797 3.867
C17 -3.794 4.383 1.356
C18 -5.089 4.543 0.463
C19 -4.835 5.395 -0.664
O5 -6.133 5.577 -1.298
C20 -6.921 6.627 -0.644
N5 -5.606 3.304 -0.003
H45 -4.042 3.899 2.301
H46 -3.327 5.305 1.703
H47 -3.020 3.748 0.925
H48 -5.880 4.881 1.132
H49 -4.104 4.942 -1.333
H50 -4.396 6.303 -0.253
H51 -6.735 6.541 0.426
H52 -7.948 6.651 -1.008
H53 -6.551 7.626 -0.875
H54 -4.843 2.686 -0.242
H55 -6.056 3.593 -0.860
C21 5.057 0.429 -4.043
C22 6.250 -0.006 -3.267
C23 5.976 -0.981 -2.103
O6 7.044 -1.046 -1.172
C24 6.821 -2.109 -0.140
N6 7.131 -0.607 -4.280
H56 4.509 -0.330 -4.602
H57 5.229 1.242 -4.748
H58 4.304 0.834 -3.368
H59 6.816 0.839 -2.874
H60 5.819 -1.992 -2.479
H61 5.130 -0.762 -1.451
H62 7.806 -2.562 -0.019
H63 6.220 -2.965 -0.447
H64 6.488 -1.834 0.861
H65 7.802 -1.132 -3.738
H66 7.597 0.085 -4.850



The winner here is (A), beating the second structure by 61.0 kcal/mol.